No. 1
C42H128O22 | ωB97M-V/def2-TZVPD

Relative energy (zero: lowest compared OMol25 entry of this formula, charge and spin) = 2.8225 eV
HOMO energy = -9.52 eV
Net charge = 0
Spin multiplicity = 1
LUMO = 0.26 eV

Positions of all 192 atoms, in Å:
O (-32.299, 19.553, 5.579)
O (-32.397, 17.754, 3.282)
O (-23.949, 19.623, 9.363)
O (-23.034, 17.278, 8.174)
O (-22.487, 23.213, 5.041)
O (-33.068, 23.232, 8.721)
O (-28.357, 18.523, 10.697)
O (-30.058, 15.009, 10.581)
O (-24.955, 18.243, 15.036)
O (-29.376, 17.694, 14.609)
O (-26.598, 17.679, 4.256)
O (-24.483, 21.267, 11.503)
O (-31.212, 22.313, 13.480)
O (-23.659, 13.463, 13.384)
O (-25.879, 23.790, 11.529)
O (-27.871, 16.426, 12.119)
O (-29.481, 21.016, 11.589)
O (-30.801, 23.994, 7.678)
O (-28.471, 14.258, 8.247)
O (-35.682, 19.550, 13.237)
O (-27.718, 22.646, 17.375)
O (-27.036, 19.664, 6.185)
C (-29.674, 23.731, 8.475)
C (-31.362, 16.797, 9.996)
C (-33.109, 22.403, 9.864)
C (-27.193, 21.025, 15.614)
C (-24.797, 15.674, 8.363)
C (-31.939, 15.448, 12.080)
C (-33.705, 18.335, 6.898)
C (-32.014, 23.475, 13.222)
C (-27.508, 18.794, 9.579)
C (-22.360, 15.067, 8.458)
C (-24.188, 17.941, 4.406)
C (-31.859, 19.857, 7.806)
C (-29.537, 19.054, 14.104)
C (-24.251, 20.523, 8.310)
C (-25.371, 24.550, 10.474)
C (-31.551, 15.820, 4.525)
C (-31.316, 16.852, 3.408)
C (-28.320, 20.177, 6.146)
C (-34.439, 18.965, 12.909)
C (-23.365, 25.139, 6.108)
C (-26.366, 20.851, 18.046)
C (-27.519, 21.259, 17.078)
C (-31.381, 15.411, 10.658)
C (-24.220, 20.682, 12.738)
C (-23.362, 23.621, 6.033)
C (-24.845, 23.116, 5.704)
C (-33.907, 19.777, 11.772)
C (-28.333, 21.922, 11.707)
C (-28.447, 23.994, 7.604)
C (-23.664, 13.364, 11.956)
C (-25.404, 17.056, 4.731)
C (-24.738, 12.344, 11.535)
C (-23.398, 15.969, 7.814)
C (-22.229, 13.192, 11.492)
C (-32.974, 19.635, 6.795)
C (-30.001, 17.684, 3.584)
C (-25.569, 17.032, 14.952)
C (-29.784, 24.695, 9.640)
C (-26.824, 15.730, 11.450)
C (-28.435, 15.412, 7.503)
C (-33.623, 19.123, 14.209)
C (-25.351, 15.631, 4.122)
H (-29.731, 25.732, 9.308)
H (-26.755, 14.661, 11.652)
H (-21.709, 12.260, 11.714)
H (-32.018, 14.760, 10.059)
H (-27.072, 19.970, 15.365)
H (-21.651, 14.106, 11.627)
H (-25.175, 23.475, 4.729)
H (-27.612, 21.684, 12.489)
H (-26.948, 15.850, 10.374)
H (-23.878, 25.445, 7.020)
H (-33.544, 20.184, 14.442)
H (-32.406, 17.090, 10.105)
H (-33.072, 17.450, 6.968)
H (-24.823, 21.149, 13.518)
H (-25.828, 16.109, 11.681)
H (-24.437, 19.615, 12.780)
H (-27.947, 16.184, 8.098)
H (-29.622, 22.669, 8.717)
H (-30.639, 15.223, 4.543)
H (-21.607, 23.367, 5.392)
H (-31.837, 20.393, 5.526)
H (-29.952, 18.202, 4.541)
H (-33.329, 21.383, 9.548)
H (-25.393, 16.395, 15.818)
H (-34.444, 19.603, 10.839)
H (-23.365, 17.625, 5.047)
H (-27.784, 22.133, 10.789)
H (-29.106, 14.489, 8.929)
H (-33.848, 23.154, 8.167)
H (-23.647, 18.789, 8.995)
H (-27.940, 21.339, 14.885)
H (-25.683, 12.653, 11.982)
H (-22.126, 17.415, 7.895)
H (-24.851, 23.891, 9.779)
H (-30.336, 19.146, 13.368)
H (-25.585, 23.383, 6.458)
H (-24.498, 11.302, 11.746)
H (-23.990, 25.572, 5.327)
H (-31.027, 19.162, 7.692)
H (-23.461, 20.689, 7.578)
H (-23.999, 18.155, 15.058)
H (-33.600, 20.527, 6.765)
H (-29.822, 19.754, 14.889)
H (-28.094, 18.684, 8.667)
H (-25.635, 21.635, 18.244)
H (-27.591, 22.836, 18.307)
H (-32.529, 18.191, 4.127)
H (-33.867, 22.622, 10.617)
H (-24.369, 18.964, 4.737)
H (-24.804, 22.027, 5.686)
H (-24.736, 15.469, 9.432)
H (-33.971, 20.827, 12.057)
H (-29.186, 16.966, 3.494)
H (-31.184, 22.213, 14.434)
H (-25.276, 16.396, 14.116)
H (-26.872, 18.950, 5.564)
H (-29.500, 15.559, 7.323)
H (-23.986, 14.340, 11.594)
H (-26.181, 14.993, 4.425)
H (-22.466, 14.019, 8.177)
H (-24.796, 25.461, 10.640)
H (-24.527, 15.218, 4.704)
H (-31.216, 16.250, 2.505)
H (-25.147, 14.775, 7.855)
H (-26.789, 20.684, 19.037)
H (-28.981, 24.627, 10.374)
H (-30.735, 17.521, 10.518)
H (-32.139, 22.463, 10.358)
H (-29.045, 17.132, 13.904)
H (-25.547, 16.954, 5.807)
H (-26.987, 19.751, 9.573)
H (-34.266, 18.276, 7.831)
H (-31.635, 14.562, 12.638)
H (-31.567, 16.317, 12.622)
H (-26.265, 24.792, 9.899)
H (-31.078, 16.838, 8.944)
H (-30.747, 24.536, 10.126)
H (-27.552, 23.856, 8.210)
H (-34.225, 18.684, 15.005)
H (-26.784, 17.983, 9.655)
H (-28.858, 19.339, 10.761)
H (-28.751, 20.416, 5.174)
H (-34.468, 18.308, 6.119)
H (-31.535, 23.627, 8.177)
H (-25.313, 23.031, 11.690)
H (-22.294, 13.084, 10.410)
H (-36.299, 19.360, 12.526)
H (-29.471, 15.619, 11.034)
H (-22.332, 25.489, 6.097)
H (-25.790, 19.976, 17.745)
H (-27.885, 17.331, 11.800)
H (-28.717, 22.894, 12.017)
H (-32.240, 19.650, 8.806)
H (-23.349, 15.901, 6.728)
H (-24.807, 12.353, 10.447)
H (-28.617, 19.372, 13.613)
H (-24.573, 21.460, 8.765)
H (-21.315, 15.249, 8.208)
H (-32.853, 19.554, 11.608)
H (-27.992, 15.285, 6.515)
H (-26.517, 17.648, 3.299)
H (-31.535, 20.898, 7.802)
H (-34.480, 17.924, 12.588)
H (-33.055, 23.243, 13.445)
H (-25.488, 16.493, 8.164)
H (-31.956, 23.762, 12.173)
H (-32.662, 18.608, 14.218)
H (-33.028, 15.481, 12.051)
H (-28.383, 20.624, 17.272)
H (-26.260, 21.543, 15.391)
H (-23.188, 20.783, 13.072)
H (-29.807, 18.468, 2.851)
H (-25.166, 15.657, 3.048)
H (-28.365, 21.106, 6.714)
H (-23.171, 23.245, 7.038)
H (-24.242, 20.690, 10.775)
H (-31.797, 24.338, 13.852)
H (-28.425, 23.281, 6.781)
H (-23.924, 17.945, 3.348)
H (-32.401, 15.163, 4.343)
H (-31.723, 16.303, 5.486)
H (-24.575, 13.555, 13.655)
H (-22.358, 15.114, 9.547)
H (-28.403, 24.999, 7.183)
H (-30.086, 21.462, 12.187)
H (-25.127, 20.209, 7.742)
H (-26.654, 17.126, 14.941)
H (-28.981, 19.564, 6.759)

Atomic forces in eV per Å
O 0.331 0.443 -1.828
O -0.454 -0.550 -0.730
O 0.118 0.602 0.028
O -0.126 1.344 0.084
O 0.544 -0.964 -0.362
O -0.260 0.483 0.331
O 0.129 1.205 -0.502
O 1.213 -2.223 -0.214
O 0.663 1.926 -0.091
O -0.565 1.370 0.272
O -0.099 0.202 0.104
O -0.382 1.006 -0.059
O -0.062 0.713 -0.208
O 0.249 -0.055 0.136
O 0.007 0.446 1.103
O 0.259 -1.646 0.746
O 1.680 0.827 -0.312
O 0.130 -0.462 -0.732
O 0.860 -1.808 0.656
O -1.020 -0.582 0.284
O -0.937 0.139 -1.141
O 1.211 0.425 0.359
C 0.855 1.324 -1.001
C -1.767 0.074 0.524
C -0.372 -0.855 -0.026
C 0.562 0.485 -0.283
C 0.663 -0.149 -0.613
C 0.199 -0.009 -0.178
C -1.247 0.102 1.206
C -0.719 -0.177 0.159
C 0.179 -1.376 -0.123
C 0.478 -1.152 0.003
C -0.325 -0.333 0.994
C -0.826 -0.272 1.447
C 0.160 -1.055 -0.376
C -0.988 0.082 -0.218
C -1.040 -0.832 -1.634
C 0.548 0.464 -0.271
C 0.394 0.962 0.566
C -0.924 0.377 1.022
C 0.837 0.743 0.662
C -0.578 -0.137 0.473
C -0.254 -0.480 -0.002
C 1.458 -0.177 0.881
C 0.170 1.883 -0.418
C 0.185 -0.637 0.976
C -3.419 0.988 0.324
C 1.741 -0.270 0.065
C 1.127 0.235 -0.221
C -0.507 0.708 0.219
C 0.178 -0.209 0.299
C -0.179 -0.246 0.943
C -0.532 -0.464 -1.018
C 1.091 0.224 -0.755
C 0.376 -0.540 0.836
C -0.552 -0.457 -1.569
C 1.416 -0.420 0.599
C -0.194 -1.073 0.112
C -1.040 -2.469 0.467
C 0.571 -0.160 0.662
C 0.271 0.447 -0.528
C -0.986 0.446 -0.611
C -0.672 -0.469 -0.312
C 0.925 0.751 1.645
H -0.269 -0.077 -0.394
H -0.752 0.063 0.321
H -0.068 0.215 0.976
H 0.362 -0.345 -0.120
H 0.257 -0.127 0.524
H 0.153 -0.298 0.539
H 0.088 0.051 -0.003
H -0.044 -0.722 -0.048
H -0.039 -0.217 -0.194
H 0.288 0.121 0.302
H 0.301 0.024 -0.093
H -0.160 0.846 -0.388
H 0.240 0.189 -0.646
H -0.193 0.112 -0.170
H 0.083 0.395 0.276
H -0.233 -0.096 -0.215
H -0.074 0.647 -0.467
H -0.169 -0.155 0.668
H -0.051 -0.249 0.440
H 0.244 -0.036 -0.239
H 0.400 0.013 -0.652
H -0.087 -0.319 0.266
H 0.350 -0.152 0.198
H 0.249 -0.024 0.439
H -0.131 0.017 -0.019
H 0.371 -0.234 -0.387
H -0.276 -0.620 -0.230
H -0.192 -0.557 0.807
H -0.108 -0.133 0.166
H 0.035 -0.486 -0.134
H -0.243 0.520 0.386
H -0.086 -0.280 -0.126
H 0.146 0.120 0.035
H 0.622 0.062 -0.031
H -0.114 -0.352 -0.203
H 0.242 0.293 0.108
H 0.059 0.115 0.596
H 0.493 0.030 -0.420
H -0.038 0.090 -0.420
H 0.387 0.024 0.284
H -0.020 -0.162 0.019
H -0.632 -0.152 0.274
H 0.350 -0.395 0.402
H 0.186 0.053 -0.205
H -0.056 0.348 -0.668
H 0.011 -0.369 0.026
H 0.122 0.290 0.273
H -0.191 0.652 -0.161
H -0.303 0.073 -0.178
H -0.164 -0.104 -0.174
H -0.086 0.122 0.002
H -0.057 0.062 -0.123
H 0.349 0.146 0.314
H 0.164 -0.202 0.076
H 0.111 0.257 -0.517
H -0.519 -0.128 -0.565
H -0.043 1.438 -0.442
H -0.118 0.199 -0.393
H -0.373 0.408 -0.369
H -0.408 -0.137 0.021
H 0.080 -0.136 0.700
H 0.561 -0.562 -0.689
H -0.271 0.395 -0.405
H -0.283 -0.039 0.142
H -0.153 -0.379 0.060
H 0.020 -0.396 0.167
H 0.046 -0.170 0.275
H 0.048 -0.176 -0.208
H 0.164 0.007 -0.337
H 0.126 0.151 0.085
H -0.133 0.085 0.386
H -0.160 0.258 0.218
H -0.031 -0.078 -0.105
H 0.012 0.113 0.063
H 0.005 0.716 -0.160
H -0.029 -0.465 -0.001
H 0.002 0.115 0.222
H 0.175 -0.083 -0.028
H 0.027 -0.060 0.070
H 0.361 0.257 -0.580
H -0.734 0.299 0.949
H 0.151 -0.408 -0.267
H 0.286 -0.470 -0.245
H -0.725 0.179 -0.291
H 0.324 -0.341 -0.088
H -0.091 0.199 -0.310
H -0.181 0.071 -0.051
H 0.163 0.413 0.474
H -0.150 0.397 -0.030
H -0.265 -0.186 -0.054
H -0.068 0.625 -0.453
H -0.064 0.132 -0.062
H 0.004 0.155 0.289
H -0.241 -0.260 -0.181
H -0.387 0.263 -0.138
H 0.002 0.198 0.118
H 0.394 0.189 0.027
H 0.011 0.606 -0.491
H 0.160 -0.059 -0.222
H 0.432 -0.120 0.169
H -0.353 0.267 -0.226
H 0.273 -0.012 -0.136
H -0.387 -0.295 0.310
H -0.225 -0.128 -0.169
H 0.019 -0.005 0.018
H 0.302 -0.146 0.153
H 0.078 0.230 -0.239
H -0.036 0.080 0.078
H -0.393 0.288 0.513
H 0.069 -0.007 -0.225
H 0.345 0.207 -0.215
H -0.555 -0.214 -0.407
H 0.031 -0.218 0.093
H 0.520 0.309 -0.099
H 0.622 -0.416 0.006
H 0.245 -0.577 -0.148
H 0.592 -0.053 -0.030
H 0.036 0.043 -0.034
H 0.064 -0.152 0.053
H 0.006 0.122 -0.297
H 0.247 0.057 0.097
H -0.073 0.023 0.213
H -0.484 0.188 -0.033
H -0.288 0.085 0.108
H -0.780 -0.354 0.278
H -0.108 -0.328 -0.112
H 0.021 0.466 -0.289
H -0.491 -0.485 -0.476

***

No. 2
C42H26AsN8PtS2Se | ωB97M-V/def2-TZVPD

Relative energy (zero: lowest compared OMol25 entry of this formula, charge and spin) = 1.3088 eV
HOMO energy = -15.93 eV
Net charge = +3
Spin multiplicity = 1
LUMO = -9.25 eV

Positions of all 81 atoms, in Å:
Pt (-0.363, -0.188, 0.022)
Se (-5.153, -2.986, 5.295)
As (0.650, -2.322, 0.112)
S (0.607, -0.517, -2.126)
S (-0.953, 7.365, 0.960)
N (0.829, 1.633, 0.212)
N (-2.000, -1.356, 0.195)
N (-2.093, 6.277, 0.615)
N (-3.734, -1.904, 5.406)
N (-1.770, 1.513, -0.336)
N (-0.693, -0.113, 2.109)
N (-5.028, -3.135, 3.518)
N (0.348, 6.411, 0.942)
C (-1.756, -0.822, 2.523)
C (1.048, -4.796, -1.064)
C (-2.471, -1.511, 1.462)
C (-4.254, -2.917, 0.700)
C (0.050, 0.537, 3.007)
C (0.130, 2.788, 0.286)
C (1.076, -5.809, -2.012)
C (0.781, -2.809, 2.914)
C (2.145, 4.032, 0.713)
C (-1.368, -0.211, 4.792)
C (-0.696, -5.171, 2.814)
C (0.272, -3.282, 1.702)
C (-0.265, -4.465, -3.477)
C (-0.085, 5.184, 0.656)
C (-3.291, -1.734, 4.186)
C (2.149, 1.665, 0.402)
C (-0.183, -4.712, 4.020)
C (-3.054, 1.423, -0.684)
C (-3.585, -2.288, 1.750)
C (4.596, -0.747, -1.557)
C (0.757, 4.004, 0.552)
C (2.385, -1.711, -0.264)
C (-1.304, 2.721, 0.035)
C (4.743, -1.572, -0.455)
C (-1.471, 5.108, 0.472)
C (-3.783, -2.742, -0.585)
C (-0.476, -4.457, 1.644)
C (0.357, -3.610, -1.319)
C (-3.928, 2.504, -0.623)
C (-3.466, 3.729, -0.195)
C (-2.111, 3.853, 0.116)
C (-0.298, -3.446, -2.536)
C (-2.655, -1.965, -0.805)
C (-4.002, -2.409, 3.149)
C (-2.131, -0.907, 3.856)
C (3.625, -2.089, 0.202)
C (3.337, -0.397, -2.046)
C (0.551, -3.534, 4.073)
C (2.844, 2.847, 0.634)
C (-0.269, 0.511, 4.360)
C (2.204, -0.867, -1.393)
C (0.420, -5.643, -3.220)
H (3.916, 2.812, 0.758)
H (0.956, -3.188, 5.014)
H (-3.403, 0.469, -1.047)
H (-2.275, -1.821, -1.797)
H (-0.769, -4.328, -4.424)
H (-0.829, -2.542, -2.792)
H (0.449, -6.428, -3.963)
H (1.617, -6.721, -1.804)
H (-4.270, -3.203, -1.432)
H (-0.878, -4.822, 0.709)
H (3.243, 0.221, -2.929)
H (-4.958, 2.368, -0.923)
H (-1.258, -6.094, 2.780)
H (-4.115, 4.591, -0.118)
H (-1.645, -0.246, 5.838)
H (2.642, 4.974, 0.902)
H (-0.346, -5.284, 4.922)
H (5.735, -1.824, -0.104)
H (2.670, 0.717, 0.373)
H (3.738, -2.762, 1.043)
H (-5.126, -3.522, 0.911)
H (1.585, -4.944, -0.134)
H (0.350, 1.056, 5.058)
H (0.910, 1.076, 2.638)
H (5.478, -0.373, -2.059)
H (1.369, -1.898, 2.959)

Atomic forces in eV per Å
Pt -1.487 1.943 0.298
Se 0.352 0.211 -0.397
As 0.473 -1.133 -0.466
S 0.044 0.670 0.828
S 0.029 -0.397 -0.071
N 0.601 -1.168 -0.029
N -0.444 -0.931 -0.323
N 0.268 -0.108 0.003
N -0.250 -0.213 -0.142
N -0.295 0.339 0.093
N -0.016 0.520 0.323
N 0.069 0.108 0.375
N -0.230 -0.141 -0.058
C -0.020 -0.107 -0.442
C 0.106 -0.038 -0.010
C 0.095 0.126 0.323
C 0.011 -0.019 -0.092
C -0.190 -0.081 0.040
C -0.347 -0.001 -0.103
C 0.023 0.057 0.067
C 0.035 -0.181 0.046
C 0.045 -0.098 0.005
C 0.158 0.141 -0.008
C -0.047 0.064 -0.040
C 0.217 0.180 0.298
C -0.017 -0.016 0.024
C 0.531 0.206 0.118
C 0.205 0.204 0.218
C 0.120 -0.115 -0.011
C -0.017 -0.051 0.027
C 0.147 0.012 0.006
C -0.129 -0.022 0.156
C -0.016 0.057 -0.142
C -0.004 0.153 0.072
C -0.373 0.373 -0.829
C 0.382 -0.143 -0.049
C 0.086 -0.100 0.239
C -0.583 0.143 -0.057
C -0.018 0.030 -0.019
C -0.125 0.074 0.191
C -0.022 -0.126 0.179
C -0.033 -0.005 -0.026
C 0.029 -0.101 0.001
C 0.050 0.224 -0.009
C -0.243 -0.110 -0.040
C -0.040 0.049 0.174
C -0.160 -0.169 -0.308
C -0.159 -0.157 0.070
C 0.200 0.230 -0.114
C -0.048 -0.154 0.175
C 0.028 0.117 -0.036
C -0.122 0.038 0.010
C -0.090 -0.099 0.004
C 0.953 -0.237 -0.430
C -0.004 -0.003 -0.039
H 0.021 -0.001 0.014
H 0.022 -0.007 0.044
H -0.038 -0.104 0.049
H 0.109 0.106 -0.155
H -0.018 0.003 -0.005
H 0.195 -0.158 0.012
H -0.013 -0.009 -0.019
H 0.029 -0.016 0.010
H 0.000 -0.002 -0.010
H 0.032 0.000 -0.032
H 0.012 0.055 0.020
H 0.001 -0.006 0.012
H -0.018 -0.019 0.000
H -0.018 0.032 -0.039
H 0.006 -0.013 0.024
H -0.001 0.030 0.009
H -0.003 -0.009 0.030
H -0.007 -0.019 -0.009
H -0.047 0.084 -0.016
H -0.029 0.039 -0.015
H -0.012 -0.022 -0.001
H -0.003 -0.001 0.005
H 0.020 0.016 0.028
H -0.012 0.043 0.036
H 0.019 0.007 -0.020
H 0.025 -0.077 -0.043

***

| no. | E_tot (Eh) |
| --- | --- |
| 1 | -3331.991715 |
| 2 | -7606.250402 |